No. 1
C29H38BN9V | ωB97M-V/def2-TZVPD

XYZ file:
```
78
Properties=species:S:1:pos:R:3:forces:R:3
V -0.827 -0.510 0.042 -1.680 0.089 0.571
C -4.241 1.980 -3.545 0.059 -0.121 0.043
C -3.197 1.209 -2.741 0.146 0.090 -0.046
C -1.784 1.629 -3.165 -0.179 -0.121 -0.010
C -3.388 1.406 -1.263 -0.166 0.105 0.077
C -4.343 2.204 -0.606 -0.015 0.002 -0.007
C -4.083 2.032 0.738 0.026 -0.025 -0.153
N -3.043 1.190 0.854 -0.225 0.352 0.246
N -2.615 0.807 -0.365 0.183 -0.159 -0.196
B -2.403 0.648 2.145 -0.112 -0.162 -0.323
N -2.634 -0.873 2.153 -0.404 0.058 0.504
C -3.111 -1.661 3.131 -0.012 -0.125 -0.097
C -3.444 -2.876 2.571 0.109 -0.030 0.008
C -3.124 -2.743 1.207 -0.193 0.021 0.098
N -2.640 -1.529 0.978 0.146 -0.032 0.065
C -3.371 -3.722 0.095 0.135 -0.011 -0.088
C -2.449 -3.478 -1.101 -0.025 -0.060 0.077
C -3.266 -5.168 0.575 -0.025 0.080 -0.049
N -0.878 1.001 2.098 -0.113 0.093 0.220
C -0.110 1.321 3.157 0.237 -0.050 -0.090
C 0.934 2.101 2.709 -0.040 -0.006 0.063
C 0.724 2.234 1.320 -0.061 -0.033 0.208
N -0.349 1.529 0.967 0.312 0.301 -0.218
C 1.435 3.187 0.391 0.073 -0.142 -0.193
C 2.903 3.379 0.768 -0.103 0.053 -0.009
C 1.299 2.838 -1.092 -0.088 0.041 0.157
H -4.089 1.819 -4.613 -0.011 0.000 -0.002
H -4.156 3.051 -3.351 -0.030 0.017 -0.008
H -5.253 1.659 -3.293 -0.010 0.037 -0.004
H -3.312 0.142 -2.959 -0.007 -0.019 0.032
H -1.635 2.692 -2.964 0.057 -0.003 0.025
H -1.643 1.459 -4.235 0.040 -0.004 0.002
H -1.033 1.060 -2.615 0.050 0.076 -0.009
H -5.113 2.813 -1.046 0.006 -0.004 0.003
H -4.568 2.447 1.605 0.044 -0.040 0.028
H -2.905 1.147 3.111 -0.029 0.000 0.098
H -3.195 -1.309 4.147 -0.028 0.058 -0.037
H -3.847 -3.735 3.079 -0.026 0.015 -0.023
H -4.403 -3.554 -0.236 0.000 -0.009 -0.028
H -1.423 -3.760 -0.855 -0.042 0.044 -0.001
H -2.459 -2.424 -1.388 -0.024 -0.005 -0.078
H -2.775 -4.077 -1.953 0.000 0.024 -0.028
H -2.266 -5.371 0.965 0.002 0.000 0.009
H -3.455 -5.848 -0.257 0.001 -0.037 0.027
H -3.994 -5.384 1.357 0.021 -0.023 0.009
H -0.367 0.998 4.152 -0.058 0.034 -0.017
H 1.708 2.553 3.307 -0.022 -0.001 0.006
H 0.929 4.148 0.540 0.004 0.012 0.012
H 3.455 2.440 0.681 0.019 -0.010 0.013
H 3.018 3.758 1.784 0.028 -0.042 -0.005
H 3.361 4.102 0.091 0.045 -0.010 0.015
H 1.961 2.017 -1.367 0.000 -0.035 -0.028
H 1.574 3.700 -1.702 -0.016 0.008 0.006
H 0.274 2.553 -1.327 0.030 -0.003 -0.057
N 9.538 0.024 1.482 -0.049 -0.031 -0.036
C 8.468 -0.084 1.075 0.389 0.048 0.088
C 7.133 -0.197 0.586 -0.582 -0.021 -0.081
C 6.060 -0.074 1.472 0.243 0.005 -0.085
C 4.762 -0.165 1.019 -0.229 -0.053 -0.081
C 4.499 -0.374 -0.338 0.512 0.031 0.183
C 5.571 -0.503 -1.219 -0.245 0.001 -0.122
C 6.870 -0.418 -0.765 0.223 0.027 0.155
N 3.177 -0.450 -0.809 -0.266 0.060 0.090
C 2.747 -0.756 -2.086 -0.087 -0.116 -0.069
C 1.393 -0.716 -2.049 -0.020 0.069 -0.161
N 0.963 -0.382 -0.781 1.780 0.414 -0.813
C 2.055 -0.215 -0.070 -0.055 -0.096 -0.198
H 6.256 0.093 2.522 -0.027 -0.008 0.007
H 3.961 -0.084 1.738 -0.034 -0.001 -0.028
H 5.392 -0.664 -2.272 0.034 0.013 0.022
H 7.695 -0.519 -1.456 -0.022 0.002 -0.026
H 3.412 -0.999 -2.894 0.005 0.019 0.039
H 0.700 -0.891 -2.855 0.027 -0.033 -0.005
H 2.069 0.065 0.966 -0.016 0.028 0.029
C 0.076 -2.225 0.900 0.169 -0.586 0.123
H -0.558 -2.803 1.579 0.059 -0.009 0.049
H 0.980 -1.971 1.468 0.049 -0.033 0.013
H 0.397 -2.921 0.107 0.111 -0.019 0.091
```
Forces are in eV/Å.

Kohn-Sham gap (alpha / beta)	6.07 / 5.19	eV
multiplicity	2
HOMO level (alpha / beta)	-6.4 / -5.5	eV
<S²>	0.8551

Per-atom Löwdin charges, elementary charge units: 0.7643 -0.0824 -0.3651 -0.0677 -0.2637 -0.0105 -0.0559 -0.0314 0.0281 -0.5175 -0.0302 -0.0591 -0.0068 -0.2781 0.0140 -0.3560 -0.0692 -0.0710 -0.0413 -0.0563 -0.0112 -0.2777 0.0491 -0.3481 -0.0611 -0.0550 0.0765 0.0830 0.0804 0.1348 0.0865 0.0792 0.0370 0.0956 0.1198 0.1201 0.1198 0.0974 0.1407 0.0650 0.0554 0.0797 0.0878 0.0767 0.0703 0.1258 0.0985 0.1429 0.0649 0.0731 0.0820 0.0606 0.0847 0.0547 0.1622 -0.1852 -0.2305 -0.0097 -0.0011 -0.1647 0.0023 -0.0135 0.0099 -0.0262 -0.0869 -0.0870 -0.1527 0.1261 0.1132 0.1064 0.1247 0.1145 0.1151 0.1221 -0.2170 -0.0142 -0.0237 -0.0172

No. 2
C29H38Br2N2OS | ωB97M-V/def2-TZVPD

XYZ file:
```
73
Properties=species:S:1:pos:R:3:forces:R:3
C 2.035 -5.061 -0.343 -0.387 0.174 1.222
O 0.822 -4.346 -0.855 3.068 0.249 -0.884
C 1.334 -3.484 -1.971 -0.700 0.155 0.184
C 1.576 -1.921 -1.464 0.525 -0.187 -0.569
C 2.758 -1.248 -2.398 0.526 -0.397 0.379
C 3.664 -0.124 -1.559 -0.922 -0.651 -1.178
C 3.191 1.349 -2.118 1.045 -0.043 -0.108
C 3.325 2.573 -1.036 -1.084 0.526 -0.252
C 2.443 2.352 0.340 0.220 0.496 0.749
C 1.069 3.305 0.388 0.581 -0.185 0.132
C -0.155 2.676 -0.504 0.425 -0.451 -0.481
C -1.173 1.684 0.313 -1.748 -2.400 2.720
C -0.628 1.041 1.750 -3.367 -1.175 -0.492
C -1.550 0.018 2.689 -1.480 1.722 -4.587
C -3.029 -0.371 2.099 1.579 1.671 -2.156
C -3.655 0.191 0.656 4.184 1.262 1.564
C -2.699 1.250 -0.217 1.219 -1.026 2.111
C -3.189 1.909 -1.665 0.085 1.127 1.916
Br -2.777 0.594 -3.169 -0.543 0.958 1.074
C -4.755 2.395 -1.675 -1.192 -0.828 -2.516
C -5.092 3.437 -2.939 0.476 0.228 0.502
Br -5.357 3.302 0.019 0.695 -0.602 -0.972
N -5.040 -0.230 0.218 1.212 -1.080 1.289
C -5.233 -1.730 0.216 -0.577 -4.876 0.326
C -5.791 -2.608 -1.073 0.857 -1.755 3.222
C -6.003 -4.260 -0.966 1.401 1.610 3.321
C -5.649 -5.115 0.401 0.479 4.942 -0.313
C -5.074 -4.259 1.689 -0.803 1.800 -3.335
C -4.881 -2.625 1.585 -0.925 -1.222 -3.134
S -4.185 -1.579 3.026 0.578 0.041 -2.670
H 2.284 -5.968 -1.058 -0.345 1.848 1.525
H 2.957 -4.313 -0.217 -1.924 -1.624 -0.499
H 1.778 -5.418 0.763 0.457 0.511 -2.553
H 2.328 -4.012 -2.332 -1.968 1.497 0.375
H 0.516 -3.506 -2.822 1.736 0.031 1.678
H 0.572 -1.287 -1.493 2.096 -1.476 0.049
H 1.976 -1.916 -0.363 -0.851 -0.226 -1.999
H 3.491 -2.119 -2.704 -1.496 1.662 0.523
H 2.342 -0.776 -3.399 0.789 -0.964 2.078
H 4.781 -0.370 -1.816 -2.074 0.832 0.681
H 3.471 -0.300 -0.418 0.443 0.558 -2.143
H 2.100 1.242 -2.566 2.140 0.413 1.217
H 3.895 1.591 -3.046 -1.547 -0.422 1.899
H 4.433 2.843 -0.734 -2.144 -0.858 -0.809
H 2.875 3.546 -1.560 1.089 -1.997 1.059
H 3.154 2.689 1.236 -1.682 -0.733 -1.762
H 2.170 1.220 0.533 0.508 2.249 -0.537
H 1.413 4.342 -0.080 -0.980 -2.133 1.044
H 0.701 3.489 1.509 0.879 -0.382 -2.518
H -0.679 3.579 -1.049 0.638 -2.008 1.216
H 0.359 2.013 -1.351 -1.226 1.408 1.675
H 0.455 1.270 2.194 -2.690 -0.394 -1.323
H -1.129 -0.418 3.696 -1.073 0.945 -2.327
H -2.541 2.874 -1.934 -1.314 -2.353 0.793
H -5.512 1.487 -1.836 2.007 1.869 0.746
H -4.296 4.310 -2.928 -1.552 -1.798 -0.130
H -5.035 2.847 -3.968 -0.127 1.275 2.261
H -6.153 3.957 -2.791 2.316 -1.443 -0.322
H -5.745 0.247 0.857 1.138 -0.950 -0.972
H -6.051 -2.094 -2.099 0.617 -1.035 2.391
H -6.420 -4.854 -1.888 0.945 1.464 1.967
H -5.807 -6.287 0.454 0.404 2.853 -0.107
H -4.787 -4.809 2.685 -0.611 1.307 -2.200
N 6.955 1.702 3.322 -0.009 0.040 0.012
C 5.694 1.813 2.797 -0.085 -0.025 -0.046
C 4.789 1.595 3.812 0.009 0.097 -0.400
C 5.531 1.350 4.992 0.367 -0.029 0.188
C 6.865 1.424 4.661 -0.024 -0.050 0.082
H 7.816 1.809 2.803 -0.355 -0.034 0.215
H 5.548 2.036 1.748 -0.012 -0.058 0.166
H 3.711 1.613 3.714 0.177 0.003 -0.005
H 5.134 1.141 5.977 0.090 0.039 -0.169
H 7.757 1.303 5.262 -0.184 0.009 -0.082
```
Forces are in eV/Å.

Kohn-Sham gap	7.64	eV
multiplicity	1
HOMO level	-7.9	eV

Per-atom Löwdin charges, elementary charge units: -0.1372 -0.2702 -0.2138 -0.1602 -0.2156 -0.1992 -0.2190 -0.2079 -0.2116 -0.2105 -0.1854 -0.0690 -0.0093 -0.0492 -0.3718 -0.1364 -0.0971 -0.6453 0.5651 -0.7370 -0.1797 0.6075 -0.0513 -0.1671 0.0045 -0.0687 -0.0674 -0.0677 -0.3712 0.7794 0.1040 0.1028 0.1053 0.1104 0.1340 0.1222 0.1071 0.1013 0.1131 0.1081 0.0940 0.1007 0.1202 0.1078 0.1117 0.0992 0.0977 0.1121 0.1152 0.1112 0.1137 0.0857 0.0929 0.0927 0.0970 0.0839 0.0826 0.0827 0.1222 0.0857 0.0762 0.0884 0.0853 -0.0026 -0.1472 -0.1187 -0.1153 -0.1427 0.1482 0.0921 0.0841 0.0915 0.1056

No. 3
C29H38CdN5O10 | ωB97M-V/def2-TZVPD

XYZ file:
```
83
Properties=species:S:1:pos:R:3:forces:R:3
Cd -0.661 0.360 -0.620 0.175 0.127 0.139
O 2.074 4.026 -0.400 0.008 0.001 -0.022
C 1.212 3.048 -0.642 -0.042 0.026 0.033
O 1.115 2.058 0.050 0.034 0.018 -0.017
C 0.376 3.281 -1.858 0.026 -0.018 0.008
C 0.678 4.242 -2.810 0.003 -0.005 0.024
C -0.110 4.291 -3.949 -0.003 0.007 -0.007
C -1.163 3.401 -4.081 -0.005 0.006 -0.008
C -1.412 2.506 -3.049 0.025 0.031 0.001
N -0.648 2.443 -1.964 -0.079 0.065 -0.071
C -2.612 1.584 -3.065 0.005 -0.073 0.017
O -2.854 0.927 -4.169 -0.134 0.088 0.082
O -3.321 1.537 -2.080 -0.008 0.024 -0.022
H 2.584 3.806 0.395 0.001 -0.009 0.008
H 1.515 4.909 -2.667 0.000 0.002 0.001
H 0.099 5.011 -4.729 -0.001 -0.001 0.000
H -1.795 3.397 -4.959 0.000 -0.001 -0.001
H -1.972 0.627 -4.608 0.031 -0.010 -0.032
C 2.156 0.835 -4.281 0.001 -0.020 -0.004
C 1.468 -0.430 -3.772 -0.010 -0.025 -0.030
C 1.821 -1.642 -4.621 0.001 -0.022 0.018
O 1.817 -0.652 -2.397 -0.003 0.019 -0.001
C -0.042 -0.188 -3.811 0.097 0.360 0.076
O -0.576 0.050 -4.914 0.098 -0.048 -0.048
O -0.675 -0.146 -2.723 -0.176 -0.457 0.019
H 3.240 0.710 -4.245 0.000 -0.010 0.001
H 1.886 1.689 -3.656 0.006 -0.013 -0.021
H 1.860 1.041 -5.308 -0.003 0.006 0.004
H 2.904 -1.783 -4.644 0.000 -0.002 -0.003
H 1.470 -1.499 -5.641 0.004 0.000 -0.005
H 1.359 -2.542 -4.213 -0.003 0.002 -0.003
H 2.708 -1.019 -2.389 0.003 0.001 0.007
C 0.276 0.947 6.899 -0.002 -0.001 0.003
C 1.371 0.188 6.202 0.001 -0.006 -0.002
C 1.666 -1.129 6.540 -0.001 0.013 0.003
C 2.656 -1.835 5.874 0.002 -0.014 -0.011
C 3.391 -1.227 4.865 -0.024 -0.010 0.000
N 4.402 -1.981 4.208 -0.023 -0.035 -0.003
C 4.819 -1.865 2.907 0.018 0.131 0.020
O 5.942 -2.142 2.552 -0.010 -0.042 -0.008
N 3.894 -1.374 1.981 -0.006 -0.071 -0.038
C 2.511 -1.574 1.923 -0.014 0.040 0.006
C 1.823 -2.542 2.648 0.006 -0.004 -0.010
C 0.450 -2.632 2.508 -0.004 -0.002 0.016
C -0.208 -1.786 1.635 0.013 0.018 0.007
N 0.456 -0.869 0.923 -0.040 -0.048 -0.093
C 1.776 -0.761 1.067 0.007 0.028 0.032
C 3.131 0.098 4.538 0.003 0.012 0.003
C 2.122 0.785 5.193 0.005 0.001 0.000
H -0.008 0.464 7.833 -0.001 -0.001 -0.001
H -0.617 1.008 6.273 -0.002 0.000 0.001
H 0.587 1.967 7.126 0.000 0.000 0.000
H 1.111 -1.614 7.333 0.001 0.000 0.000
H 2.863 -2.866 6.137 -0.001 0.002 -0.002
H 5.106 -2.410 4.790 0.010 0.005 -0.002
H 4.350 -1.166 1.106 0.015 -0.014 -0.002
H 2.355 -3.217 3.302 0.015 -0.001 0.016
H -0.110 -3.371 3.064 -0.003 0.000 -0.002
H -1.276 -1.837 1.477 -0.003 -0.009 -0.009
H 2.267 0.008 0.484 -0.005 -0.018 0.000
H 3.722 0.592 3.778 -0.002 -0.005 0.004
H 1.932 1.819 4.931 -0.002 0.001 0.002
C -5.179 -0.557 -0.642 0.001 -0.009 0.005
N -4.397 -1.406 -1.530 -0.023 0.040 -0.025
C -5.080 -1.943 -2.702 0.003 -0.007 0.003
C -3.094 -1.581 -1.336 -0.029 -0.029 0.032
C -2.373 -2.514 -2.268 0.015 0.000 0.012
O -2.500 -1.022 -0.381 0.007 -0.034 -0.083
H -6.146 -1.026 -0.466 0.001 -0.006 0.000
H -5.325 0.425 -1.092 -0.002 0.000 0.003
H -4.659 -0.449 0.303 -0.003 0.002 -0.009
H -6.047 -1.456 -2.784 -0.002 0.000 0.003
H -5.241 -3.019 -2.615 -0.001 0.000 -0.003
H -4.522 -1.731 -3.612 0.003 0.001 0.004
H -2.898 -3.465 -2.349 -0.006 0.000 0.009
H -1.367 -2.679 -1.894 0.004 0.009 -0.004
H -2.306 -2.074 -3.264 -0.004 -0.005 0.000
C -2.699 1.394 1.761 -0.023 0.013 0.014
O -2.131 1.788 0.509 0.053 -0.009 -0.024
H -3.107 0.384 1.706 0.002 0.002 -0.001
H -3.476 2.095 2.067 -0.004 0.000 -0.008
H -1.895 1.419 2.494 -0.003 -0.002 0.000
H -2.815 1.862 -0.180 0.003 -0.005 -0.004
```
Forces are in eV/Å.

Kohn-Sham gap	7.86	eV
multiplicity	1
net charge	+1
HOMO level	-10.9	eV
relative energy (zero: lowest compared OMol25 entry of this formula, charge and spin)	0.0	kcal per mole

Per-atom Löwdin charges, elementary charge units: 1.4828 0.1608 -0.4461 0.0394 -0.1863 0.0257 -0.0029 0.0470 -0.1699 0.1305 -0.4978 0.1194 0.0814 0.1488 0.1283 0.1243 0.1376 0.0798 0.0063 -0.5248 -0.0012 -0.0431 -0.5611 0.0452 -0.1292 0.0945 0.0735 0.0988 0.0936 0.0971 0.0968 0.0989 -0.0473 -0.2750 -0.0339 -0.0253 -0.2712 0.1350 -0.5316 0.0875 0.1360 -0.2133 0.0177 -0.0217 -0.1318 -0.0196 -0.0803 -0.0223 -0.0339 0.0782 0.0805 0.0821 0.1154 0.1195 0.1599 0.1516 0.1231 0.1176 0.0937 0.1017 0.1180 0.1146 -0.0165 -0.1214 -0.0193 -0.4810 0.0139 -0.1222 0.0984 0.0905 0.0715 0.0962 0.0990 0.0930 0.0948 0.0860 0.0878 -0.1157 -0.2139 0.0603 0.0914 0.0839 0.0507